Arrangement w

C4H13N2O | ωB97M-V/def2-TZVPD

Geometry as XYZ:
```
20
C4H13N2O | the OMol25 dataset | ωB97M-V/def2-TZVPD
O 0.423 0.029 -2.126
N -1.004 0.344 0.277
N 1.540 0.916 0.293
C -0.434 0.332 1.640
C -1.022 -0.934 -0.470
C 1.078 0.184 1.510
C -0.804 -0.751 -1.924
H -1.937 0.733 0.351
H -1.623 -0.281 -2.455
H -0.501 -1.694 -2.361
H 0.989 0.577 -0.521
H 1.230 -0.879 1.387
H -0.881 -0.500 2.227
H -0.284 -1.647 -0.052
H 1.474 0.561 2.462
H 1.733 1.905 0.430
H 2.476 0.553 0.063
H -0.809 1.266 2.043
H -1.890 -1.478 -0.071
H 0.246 0.764 -2.702
```

SMILES string: [NH3+]CCNCCO
LUMO (eV): -3.1
Net charge: +1

***

Arrangement x

C4H13N2O | ωB97M-V/def2-TZVPD

Geometry as XYZ:
```
20
C4H13N2O | the OMol25 dataset | ωB97M-V/def2-TZVPD
O -0.731 3.099 -0.982
N -1.298 0.362 0.388
N 0.483 -2.775 -1.544
C 0.728 -1.410 0.465
C -0.219 0.793 1.310
C 1.123 -0.043 0.993
C 1.069 -1.767 -0.833
H 0.028 1.832 1.147
H -0.706 3.808 -1.632
H -1.128 -0.582 -0.014
H -0.560 0.430 2.281
H 0.610 -2.307 1.076
H -1.334 0.943 -0.463
H 1.776 -0.061 1.859
H -2.158 0.447 0.917
H 1.879 -1.183 -1.264
H 1.486 0.612 0.196
H -1.180 3.618 -0.315
H -0.243 -3.274 -1.071
H 0.375 -2.542 -2.514
```

LUMO (eV): -3.1
Net charge: +1

***

arrangement w is favored, and the nearest alternative lies 0.0183 hartree above it.

***

Arrangement w

C4H14N3 | ωB97M-V/def2-TZVPD

Geometry as XYZ:
```
21
C4H14N3 | the OMol25 dataset | ωB97M-V/def2-TZVPD
N 1.205 2.068 -0.744
N 0.093 -2.472 1.122
N -0.479 0.555 0.098
C 0.372 3.278 -0.430
C 0.352 0.919 -1.044
C -0.110 -3.104 -0.211
C -0.883 -1.969 1.765
H 0.919 4.251 -0.561
H 0.993 0.070 -1.391
H -0.734 -1.426 2.707
H -1.912 -1.995 1.413
H -0.351 1.070 -1.897
H 0.027 3.237 0.648
H -1.273 1.211 0.109
H -0.156 -2.393 -1.058
H 1.052 -2.245 1.432
H 1.809 2.166 -1.570
H 0.765 -3.715 -0.404
H -0.631 3.298 -0.898
H -0.025 0.882 0.967
H -1.032 -3.686 -0.054
```

LUMO (eV): -4.9
Net charge: +1

***

Arrangement x

C4H14N3 | ωB97M-V/def2-TZVPD

Geometry as XYZ:
```
21
C4H14N3 | the OMol25 dataset | ωB97M-V/def2-TZVPD
N -0.507 0.412 -0.898
N -2.428 1.449 -0.071
N -1.981 -0.846 0.580
C -1.599 0.278 -0.118
C -0.241 1.499 -1.869
C 1.685 -1.093 0.393
C 2.643 -1.232 1.627
H 3.755 -1.409 1.398
H -2.430 2.329 -0.147
H -1.464 -1.190 1.312
H -0.930 1.548 -2.775
H -3.343 1.282 0.371
H -0.278 2.564 -1.560
H 2.055 -1.755 -0.428
H 2.686 -0.253 2.085
H 0.745 -1.456 0.564
H 2.127 -1.924 2.304
H -0.063 -0.467 -1.342
H -3.039 -1.049 0.577
H 1.663 -0.054 0.088
H 0.945 1.369 -2.090
```

LUMO (eV): -3.9
Net charge: +1

***

arrangement w is favored, and the nearest alternative lies 0.0166 hartree above it.

***

Arrangement w

C4H14N3 | ωB97M-V/def2-TZVPD

Geometry as XYZ:
```
21
C4H14N3 | the OMol25 dataset | ωB97M-V/def2-TZVPD
N 0.378 -1.799 0.081
N 1.051 -0.608 -1.846
N 1.603 0.214 0.325
C -2.684 0.407 0.102
C 1.058 -0.710 -0.516
C -2.266 1.875 -0.119
C 1.351 0.425 1.788
H 0.963 1.511 2.010
H -2.339 2.464 0.832
H -0.037 -2.506 -0.409
H -2.762 2.362 -0.926
H -1.255 1.932 -0.459
H 2.064 0.039 2.486
H 1.757 0.078 -2.304
H -3.845 0.431 0.340
H 0.604 -0.388 2.244
H 0.823 -1.482 -2.405
H -2.607 -0.288 -0.710
H -2.075 0.086 1.027
H 2.077 1.112 -0.129
H 0.654 -1.987 0.957
```

LUMO (eV): -3.3
Net charge: +1

***

Arrangement x

C4H14N3 | ωB97M-V/def2-TZVPD

Geometry as XYZ:
```
21
C4H14N3 | the OMol25 dataset | ωB97M-V/def2-TZVPD
N 1.646 -2.420 0.181
N 1.685 -0.183 -0.573
N 0.696 -0.674 1.417
C -2.578 0.443 0.231
C 1.950 1.233 -0.199
C 1.409 -1.121 0.346
C -2.091 1.117 -1.044
H 1.010 -2.967 0.768
H -3.016 1.289 -1.628
H 1.178 1.645 0.436
H 1.548 -2.838 -0.732
H -1.936 0.065 0.986
H 1.801 1.858 -1.113
H 2.230 -0.389 -1.439
H 2.859 1.215 0.389
H 0.675 -1.199 2.329
H -1.466 0.480 -1.682
H -3.010 -0.587 -0.032
H -3.542 0.851 0.511
H 0.412 0.265 1.606
H -1.459 1.916 -0.758
```

LUMO (eV): -3.3
Net charge: +1

***

arrangement x is favored, and the nearest alternative lies 0.0205 hartree above it.

***

Arrangement w

C4H14N3 | ωB97M-V/def2-TZVPD

Geometry as XYZ:
```
21
C4H14N3 | the OMol25 dataset | ωB97M-V/def2-TZVPD
N 1.347 -1.176 0.372
N 0.634 0.019 -1.778
N -0.726 0.058 0.474
C -1.452 -1.213 0.182
C 0.772 -0.005 0.177
C -1.458 1.168 -0.100
C 1.428 1.105 0.751
H -1.261 -1.386 -0.875
H -2.453 -1.227 0.433
H -1.035 1.701 -1.015
H -0.901 -1.989 0.777
H 1.130 -2.091 -0.146
H 0.018 -0.743 -1.821
H 1.327 1.188 1.817
H 1.529 -0.216 -2.160
H -0.730 0.232 1.469
H 1.116 2.101 0.330
H 2.567 1.008 0.493
H -2.370 0.868 -0.535
H 2.324 -1.282 0.530
H -1.808 1.882 0.624
```

LUMO (eV): -3.0
Net charge: +1

***

Arrangement x

C4H14N3 | ωB97M-V/def2-TZVPD

Geometry as XYZ:
```
21
C4H14N3 | the OMol25 dataset | ωB97M-V/def2-TZVPD
N 1.947 -0.784 -0.328
N 1.180 -1.738 1.607
N -0.163 -1.727 -0.276
C -1.189 3.180 -0.991
C -0.042 2.424 -0.295
C -1.243 -2.522 0.304
C 0.964 -1.420 0.333
H 2.766 -0.523 0.194
H 2.060 -1.488 2.025
H 1.702 -0.183 -1.100
H 0.394 3.017 0.504
H -1.361 2.812 -2.000
H -2.101 3.038 -0.418
H -0.264 -1.434 -1.235
H 0.642 -2.435 2.090
H -0.941 -3.181 1.111
H 0.805 2.190 -0.943
H -1.003 4.252 -0.958
H -1.644 -3.133 -0.475
H -2.033 -1.888 0.670
H -0.477 1.543 0.181
```

LUMO (eV): -3.0
Net charge: +1

***

Arrangement y

C4H14N3 | ωB97M-V/def2-TZVPD

Geometry as XYZ:
```
21
C4H14N3 | the OMol25 dataset | ωB97M-V/def2-TZVPD
N 1.406 0.047 1.091
N 1.323 -0.347 -1.187
N 1.872 1.742 -0.431
C 1.431 0.488 -0.167
C -2.539 -0.170 0.818
C 1.196 0.015 -2.605
C -2.005 -1.135 1.909
H -2.886 -1.528 2.411
H -3.290 -0.624 0.156
H -1.716 0.127 0.140
H 1.370 -0.910 1.406
H 1.588 2.265 -1.241
H 1.733 -0.623 -3.326
H 1.212 0.722 1.816
H 0.089 -0.019 -2.750
H 2.225 2.227 0.377
H -1.378 -1.981 1.608
H -2.955 0.695 1.310
H 0.949 -1.270 -1.001
H -1.326 -0.634 2.619
H 1.702 0.914 -2.953
```

LUMO (eV): -3.1
Net charge: +1

***

arrangement x is favored, and the nearest alternative lies 0.0191 hartree above it.